DFT (ωB97M-V with the def2-TZVPD basis set) results for C39H47IrN5S2 as an isolated structure.

E_LUMO: -4.281 eV
Relative energy (zero: lowest compared OMol25 entry of this formula, charge and spin): 1.022 eV
Charge: +1

Last column: Löwdin charge in e.
Element x y z (Å)
Ir  0.76908  0.36218  -0.27549  1.193
C  3.75662  1.65220  3.85704  -0.397
S  4.61449  1.01822  2.40457  0.925
C  3.33345  0.66957  1.28911  -1.009
S  1.68528  1.12414  1.66225  0.746
N  3.74892  0.10068  0.18930  -0.053
N  2.72325  -0.12132  -0.68671  -0.185
C  2.97503  -0.67189  -1.81634  -0.028
C  1.86641  -0.78252  -2.76128  -0.240
C  2.06859  -1.14290  -4.07898  0.019
C  0.98702  -1.13382  -4.95219  -0.021
C  -0.25879  -0.79269  -4.46509  -0.038
C  -0.39025  -0.46606  -3.12172  -0.129
N  0.64203  -0.43993  -2.28729  -0.009
H  4.46720  1.54955  4.67497  0.044
H  2.87433  1.05923  4.08595  0.012
H  3.48809  2.69834  3.73141  0.042
H  3.98241  -0.98690  -2.06540  0.147
H  3.06129  -1.40931  -4.41464  0.129
H  1.12186  -1.39746  -5.99238  0.126
H  -1.13314  -0.78818  -5.10011  0.127
H  -1.35411  -0.21111  -2.70505  0.116
C  -2.94508  -3.75332  -1.32444  -0.045
C  -1.63943  -3.08181  -1.77239  -0.372
C  -1.36273  -3.44879  -3.23592  -0.058
C  -0.47819  -3.47216  -0.86795  -0.132
C  -0.06547  -4.79921  -0.95142  -0.027
C  0.97112  -5.28938  -0.18204  -0.040
C  1.59618  -4.44286  0.71074  -0.022
C  1.20988  -3.11311  0.85559  -0.135
C  1.82710  -2.34262  1.99699  -0.400
C  1.07696  -2.65497  3.29533  -0.036
C  3.32843  -2.58885  2.16271  -0.065
C  0.18028  -2.61848  0.03977  -0.138
N  -0.33448  -1.25650  0.18951  -0.062
C  -1.60621  -1.19848  0.47034  -0.084
C  -2.52134  -0.12786  0.34381  -0.165
C  -3.89340  -0.45714  0.48459  -0.033
C  -4.87291  0.48100  0.34549  -0.075
C  -4.49273  1.81192  0.07578  -0.049
C  -3.18059  2.17939  -0.02337  -0.024
C  -2.13647  1.22209  0.11713  -0.287
N  -0.84428  1.57281  0.09856  -0.112
C  -0.48475  2.94246  0.37167  -0.232
C  -0.01964  3.76456  -0.67309  -0.138
C  0.48956  5.02669  -0.36911  -0.034
C  0.46576  5.52079  0.91594  -0.051
C  -0.08154  4.74052  1.91545  -0.046
C  -0.53953  3.44192  1.69880  -0.138
C  -1.01217  2.78884  3.01922  -0.345
C  -1.78957  1.47867  3.05444  -0.053
C  0.11997  2.67807  4.05840  -0.098
C  -0.03662  3.45546  -2.16807  -0.355
C  -1.24526  2.69626  -2.69441  -0.056
C  1.29267  2.84946  -2.62650  -0.046
H  -3.79763  -3.32711  -1.85543  0.090
H  -3.12438  -3.65068  -0.25281  0.071
H  -2.91750  -4.82227  -1.54217  0.085
H  -1.79381  -2.00374  -1.72036  0.089
H  -1.42916  -4.52573  -3.38888  0.082
H  -0.36869  -3.13666  -3.55518  0.069
H  -2.10546  -2.98654  -3.88980  0.090
H  -0.57440  -5.46359  -1.63643  0.114
H  1.27017  -6.32657  -0.25868  0.115
H  2.38195  -4.82709  1.34702  0.116
H  1.67990  -1.29178  1.80757  0.021
H  1.12503  -3.72151  3.52568  0.089
H  0.02409  -2.37131  3.22633  0.079
H  1.51934  -2.10687  4.13023  0.085
H  3.53080  -3.53936  2.66077  0.081
H  3.76874  -1.80488  2.77948  0.059
H  3.84938  -2.59576  1.20398  0.083
H  -2.04136  -2.14829  0.77020  0.138
H  -4.15257  -1.48728  0.70326  0.115
H  -5.91560  0.21563  0.44425  0.107
H  -5.25805  2.56917  -0.04405  0.116
H  -2.91480  3.21462  -0.18553  0.119
H  0.85701  5.64722  -1.17824  0.120
H  0.84277  6.51084  1.13636  0.112
H  -0.13692  5.14313  2.91951  0.119
H  -1.69057  3.55024  3.41819  0.138
H  -1.16835  0.62804  2.75603  0.069
H  -2.69073  1.48765  2.45077  0.068
H  -2.09599  1.30448  4.08785  0.093
H  0.68615  1.75530  3.93178  0.010
H  -0.31810  2.65484  5.05760  0.089
H  0.81588  3.51458  4.01413  0.072
H  -0.10027  4.44028  -2.63767  0.130
H  -1.28995  1.68457  -2.31091  0.024
H  -1.20285  2.65717  -3.78525  0.090
H  -2.17661  3.19028  -2.41759  0.084
H  1.51958  1.93049  -2.07447  0.025
H  2.12078  3.53639  -2.44928  0.090
H  1.26760  2.60674  -3.69176  0.087

=====

DFT (ωB97M-V with the def2-TZVPD basis set) results for C39H48BN8S3V as an isolated structure at a distorted geometry.

Multiplicity: 2
E_LUMO (alpha / beta): -3.288 / -3.328 eV
Relative energy (zero: lowest compared OMol25 entry of this formula, charge and spin): 0.102 eV
Charge: +1

Last column: Löwdin charge in e.
Element x y z (Å)
V  -0.52973  0.49318  2.80064  0.324
C  -1.70268  4.89318  -0.06307  -0.047
C  -1.60431  3.48344  -0.56411  -0.223
C  -1.90040  3.14727  -1.84830  0.081
C  -1.83261  1.80241  -2.27981  -0.185
N  -1.41369  0.86912  -1.46890  0.203
N  -1.10630  1.20285  -0.21114  0.006
B  -0.60469  0.01466  0.65407  -0.718
N  0.92475  -0.23779  0.48861  0.000
N  1.53675  0.34061  -0.55610  0.210
C  2.76643  -0.00432  -0.81398  -0.196
C  3.41630  -1.00257  -0.03967  0.076
C  2.79912  -1.58197  1.02023  -0.243
C  3.44748  -2.62062  1.87889  -0.039
C  1.47925  -1.13001  1.31810  -0.580
S  0.59935  -1.62433  2.72631  0.835
C  3.42474  0.66125  -2.01702  -0.542
C  4.93687  0.79141  -1.80737  -0.043
C  3.14610  -0.21957  -3.24435  -0.026
C  2.82233  2.04933  -2.23826  -0.045
N  -1.36995  -1.25377  0.24096  -0.024
N  -0.84175  -2.08430  -0.66144  0.204
C  -1.58533  -3.07755  -1.06319  -0.192
C  -2.91907  -3.21828  -0.59139  0.079
C  -3.44346  -2.36164  0.32450  -0.220
C  -4.83001  -2.48431  0.87452  -0.041
C  -2.57698  -1.33351  0.79325  -0.557
S  -2.93126  -0.20232  2.03336  0.831
C  -0.96343  -4.01882  -2.09035  -0.544
C  0.53161  -4.18696  -1.80926  -0.048
C  -1.15117  -3.38375  -3.47467  -0.036
C  -1.63582  -5.39467  -2.06206  -0.052
C  -1.23141  2.42180  0.30828  -0.544
S  -0.95704  2.68800  1.99338  0.809
C  -2.19224  1.33379  -3.68474  -0.540
C  -0.89010  0.92323  -4.38282  -0.036
C  -3.12457  0.12063  -3.58319  -0.038
C  -2.88477  2.43863  -4.48330  -0.055
H  -1.67214  5.59348  -0.89597  0.088
H  -0.89727  5.12427  0.63200  0.069
H  -2.64244  5.03903  0.47414  0.101
H  -2.20103  3.92084  -2.54276  0.124
H  4.42772  -1.29634  -0.28624  0.127
H  4.46572  -2.81552  1.54849  0.089
H  2.88113  -3.55324  1.84510  0.093
H  3.45946  -2.30067  2.92161  0.085
H  5.44533  -0.17307  -1.78848  0.080
H  5.17384  1.32403  -0.88283  0.081
H  5.36693  1.35832  -2.63383  0.094
H  3.61624  -1.20116  -3.14460  0.090
H  3.54611  0.25618  -4.14145  0.094
H  2.07280  -0.36422  -3.37900  0.074
H  2.97832  2.69233  -1.36829  0.086
H  1.74949  1.99721  -2.42689  0.065
H  3.30514  2.51324  -3.09961  0.092
H  -3.52772  -4.03537  -0.95599  0.124
H  -5.42875  -3.16853  0.27622  0.087
H  -5.32172  -1.51210  0.90985  0.080
H  -4.79447  -2.85604  1.90086  0.096
H  1.04382  -3.22461  -1.77479  0.066
H  0.97756  -4.79049  -2.60132  0.090
H  0.70093  -4.69739  -0.85793  0.091
H  -0.66092  -2.40851  -3.51906  0.073
H  -2.20970  -3.24478  -3.70914  0.088
H  -0.71633  -4.02576  -4.24370  0.093
H  -1.64063  -5.82323  -1.05698  0.096
H  -1.08496  -6.07802  -2.70994  0.092
H  -2.66226  -5.36353  -2.43200  0.082
H  -0.41375  0.10185  -3.84396  0.062
H  -0.18280  1.75563  -4.43215  0.088
H  -1.09908  0.59586  -5.40351  0.094
H  -2.65773  -0.68431  -3.01555  0.057
H  -3.35466  -0.24731  -4.58506  0.093
H  -4.06581  0.38283  -3.09358  0.094
H  -2.21236  3.27065  -4.70407  0.088
H  -3.76261  2.83127  -3.96451  0.093
H  -3.22249  2.03285  -5.43760  0.092
C  3.93201  3.97599  2.63002  -0.068
C  3.80501  2.71769  2.05975  -0.063
C  2.81104  1.85321  2.49845  -0.019
C  1.96090  2.25146  3.51068  -0.260
C  2.07641  3.50226  4.09142  -0.025
C  3.06675  4.36367  3.64788  -0.058
N  0.89141  1.35156  3.91762  -0.110
N  0.73159  1.32065  5.16051  0.135
C  -0.36146  0.54013  5.58140  -0.280
C  -0.51921  0.42551  6.96136  -0.012
C  -1.56439  -0.33526  7.44085  -0.062
C  -2.43104  -0.95395  6.54009  -0.059
C  -2.27092  -0.81253  5.16884  -0.115
C  -1.22273  -0.05607  4.63565  -0.223
H  4.70224  4.65308  2.28532  0.109
H  4.48384  2.40109  1.27734  0.095
H  2.72482  0.86256  2.07164  0.088
H  1.39037  3.79487  4.87527  0.117
H  3.16195  5.34329  4.09711  0.111
H  0.17619  0.92669  7.62232  0.118
H  -1.71216  -0.45181  8.50606  0.110
H  -3.24894  -1.55298  6.92194  0.110
H  -2.97093  -1.30055  4.50437  0.062